128
Properties=species:S:1:pos:R:3:forces:R:3:lowdin_charge:R:1 method="wB97M-V/def2-TZVPD" orbital_gap_ev=7.25 de_lowest_kj_mol=1381.13 multiplicity=1 smiles="O=C1c2ccccc2C(=O)c2c(CCCCCCCCCCCCn3cccc3)cccc21.CO.CO.CO.CO.CO.CO.CO.CO.CO.CO"
O 0.85790 3.31612 -2.36048 -4.1 -1.4 0.2 0.03
C -0.32896 2.93271 -2.20394 0.9 0.5 0.1 -0.25
C -1.58288 3.95243 -2.15731 -1.7 0.9 0.1 -0.04
C -1.70749 5.13004 -3.16048 -2.3 -1.1 2.8 0.00
C -2.96948 6.04279 -3.08921 0.9 -3.6 2.5 -0.04
C -4.02681 5.71031 -2.01010 1.7 -1.5 0.0 -0.04
C -3.91914 4.52102 -0.97155 3.4 0.4 -2.9 0.02
C -2.66419 3.62349 -1.05488 -0.3 2.3 -2.2 -0.04
C -2.39961 2.33665 -0.11094 0.0 0.2 0.9 -0.24
O -2.56873 2.37676 1.13259 0.3 -0.2 -4.0 0.03
C -1.85157 1.04878 -0.91545 1.1 -1.3 -1.6 0.00
C -2.35869 -0.40189 -0.68529 2.7 1.5 -2.3 -0.09
C -3.50377 -0.66692 0.37966 -0.7 -0.2 -0.5 -0.16
C -3.19803 -1.74259 1.52578 -0.1 -0.8 0.4 -0.19
C -1.70918 -2.31315 1.61147 0.1 -0.5 1.5 -0.21
C -0.58769 -1.20545 2.02669 0.1 -0.6 -1.4 -0.14
C 0.59183 -1.19110 0.90680 0.5 -0.3 0.5 -0.19
C 2.07112 -1.31928 1.57411 0.0 0.8 -1.3 -0.19
C 2.84662 0.09852 1.45914 0.7 -0.9 0.6 -0.21
C 3.88179 0.16330 0.22634 -0.2 1.7 0.0 -0.22
C 3.19595 0.69166 -1.14924 0.9 -1.1 0.1 -0.20
C 4.26877 0.76102 -2.34644 -0.5 0.2 -0.8 -0.20
C 3.79948 1.72517 -3.56827 -0.1 -0.1 -0.6 -0.16
C 4.10734 1.06785 -5.02784 0.2 -0.2 0.9 -0.16
N 2.87090 0.43489 -5.61926 -1.3 -0.4 -1.2 -0.18
C 2.06411 1.12421 -6.62605 -2.5 -4.0 0.8 -0.07
C 0.86039 0.20105 -6.95461 3.8 -0.3 2.9 -0.08
C 1.05872 -1.09719 -6.07621 2.9 3.2 0.3 -0.09
C 2.36984 -0.89402 -5.25255 -3.3 2.0 -3.4 -0.07
C -1.69724 -1.49742 -1.59913 0.9 3.1 -0.5 0.01
C -0.59298 -1.16710 -2.66064 -1.6 2.7 2.0 -0.02
C -0.10701 0.28878 -2.88536 -2.9 -0.3 3.2 0.00
C -0.75335 1.38687 -1.99708 -0.7 -2.3 0.1 -0.03
H -0.87430 5.26498 -3.93688 -1.5 -0.1 1.3 0.11
H -3.04253 6.87370 -3.86469 -0.2 -1.2 1.4 0.09
H -4.99054 6.33815 -1.94067 1.8 -1.1 -0.1 0.08
H -4.72864 4.28539 -0.20958 1.2 0.6 -1.3 0.09
H -3.88106 0.29012 0.89466 1.0 -1.2 -1.1 0.09
H -4.41742 -1.06049 -0.21603 1.5 0.6 0.8 0.12
H -3.46470 -1.31269 2.56774 0.5 -0.5 -1.8 0.12
H -3.93438 -2.62604 1.38260 1.3 1.3 0.2 0.11
H -1.38441 -2.94532 0.69833 -0.6 1.3 1.3 0.09
H -1.70369 -3.06924 2.49043 -0.2 1.1 -1.5 0.10
H -1.07185 -0.17242 2.03602 0.7 -1.3 0.3 0.10
H -0.12299 -1.46611 3.05348 -0.9 0.5 -1.7 0.12
H 0.48079 -0.23134 0.27627 0.4 -1.5 0.9 0.09
H 0.51544 -2.06794 0.16461 -0.3 1.2 1.2 0.09
H 2.68259 -2.06776 0.94483 -0.9 1.0 1.0 0.10
H 2.04315 -1.73191 2.63828 -0.1 0.7 -1.5 0.08
H 3.46658 0.19248 2.43360 -1.0 0.2 -1.6 0.10
H 2.09899 0.97184 1.39411 1.2 -1.3 0.2 0.11
H 4.44882 -0.81455 0.06143 -0.9 1.2 0.3 0.11
H 4.65623 0.97927 0.50927 -1.0 -1.4 -0.5 0.11
H 2.73284 1.72465 -0.99849 0.4 -1.5 -0.1 0.11
H 2.41625 -0.11250 -1.44021 0.9 1.6 0.3 0.11
H 4.37732 -0.29160 -2.81011 0.0 1.5 0.9 0.10
H 5.30419 1.13345 -2.02064 -1.5 -0.7 -0.2 0.11
H 4.31350 2.75609 -3.52082 -0.8 -1.6 0.1 0.11
H 2.67236 1.91366 -3.55106 1.5 -0.2 0.2 0.08
H 4.86908 0.22745 -4.89887 -0.9 1.2 -0.3 0.12
H 4.55458 1.84363 -5.74175 -0.9 -1.2 0.9 0.12
H 2.30400 2.15909 -7.06597 -0.2 -2.0 1.1 0.11
H 0.02369 0.44636 -7.68976 1.5 -0.5 1.3 0.07
H 0.36049 -2.00825 -6.03505 1.4 1.7 -0.1 0.08
H 2.87807 -1.57023 -4.49361 -0.7 1.3 -1.3 0.11
H -2.03243 -2.58285 -1.49208 0.5 1.7 -0.2 0.08
H -0.15286 -2.00416 -3.29399 -0.7 1.3 1.0 0.07
H 0.66417 0.62637 -3.65391 -1.2 -0.9 1.1 0.08
C -1.27172 -5.87519 2.07092 0.3 -0.2 0.0 -0.15
O -0.15584 -5.15597 2.57615 0.2 0.0 0.1 -0.13
H -2.18567 -5.34594 2.34165 0.1 0.0 0.0 0.08
H -1.20155 -5.94289 0.98180 -0.3 -0.1 0.0 0.07
H -1.29080 -6.87650 2.50753 -0.3 0.0 -0.1 0.05
H 0.63654 -5.64591 2.32217 -0.1 0.3 0.2 0.08
C -0.76583 -5.31626 -2.98746 0.1 0.1 0.2 -0.15
O -1.33717 -4.77307 -1.80625 0.0 0.1 0.2 -0.15
H -1.56521 -5.53892 -3.69458 0.0 0.1 0.1 0.08
H -0.08054 -4.59055 -3.43351 0.1 -0.1 -0.2 0.07
H -0.22892 -6.23734 -2.74749 0.0 0.0 -0.2 0.08
H -0.60946 -4.58518 -1.19811 -0.2 0.0 -0.1 0.07
C -6.78004 1.55095 2.44520 0.3 0.0 0.1 -0.16
O -6.08280 1.07943 3.58738 0.1 0.0 0.1 -0.13
H -7.85205 1.47736 2.63079 0.1 0.0 0.1 0.08
H -6.51579 2.59560 2.25944 -0.1 0.0 -0.2 0.07
H -6.52068 0.93875 1.57714 -0.2 0.1 -0.2 0.07
H -5.13831 1.15554 3.39706 -0.2 0.0 0.1 0.06
C -7.93139 5.46719 -2.04054 -0.1 -0.2 0.1 -0.16
O -7.22510 5.45665 -0.80814 0.1 -0.1 0.2 -0.15
H -7.58125 6.30822 -2.63979 0.0 -0.1 0.1 0.08
H -7.74423 4.53586 -2.58095 -0.1 0.1 -0.2 0.08
H -9.00180 5.57955 -1.85105 0.0 0.0 -0.2 0.08
H -7.55498 4.70414 -0.30068 0.1 0.2 0.0 0.08
C -1.97694 3.03984 4.57856 0.1 0.0 -0.3 -0.16
O -0.98845 2.36837 3.81522 0.2 0.0 0.0 -0.14
H -1.99416 2.61567 5.58313 0.1 0.0 -0.1 0.08
H -1.73617 4.10440 4.64000 -0.2 0.1 0.2 0.08
H -2.95696 2.90557 4.11258 -0.1 0.1 0.1 0.06
H -0.99477 2.76204 2.93253 -0.1 -0.2 0.1 0.05
C 3.85207 -3.40017 4.57888 -0.2 -0.1 0.2 -0.15
O 2.46528 -3.50883 4.28980 -0.2 -0.1 0.0 -0.14
H 4.35729 -2.94819 3.72471 -0.1 0.0 0.1 0.08
H 3.99436 -2.76857 5.45855 0.3 -0.1 0.0 0.06
H 4.26812 -4.39451 4.76067 0.2 0.1 0.0 0.08
H 2.04364 -3.91037 5.06014 0.0 0.1 -0.3 0.08
C -0.70378 -9.43197 3.47401 -0.2 -0.1 0.2 -0.18
O -2.09192 -9.53386 3.19566 -0.2 0.0 0.0 -0.13
H -0.20363 -8.98674 2.61339 -0.1 -0.1 0.0 0.07
H -0.55068 -8.79660 4.35027 0.3 0.0 0.0 0.08
H -0.29113 -10.42749 3.65658 0.2 0.1 0.0 0.08
H -2.51013 -9.92967 3.97073 0.0 0.1 -0.2 0.08
C 5.70287 -0.67153 6.27972 0.2 0.0 0.1 -0.16
O 6.61745 -1.57381 5.67627 0.2 -0.2 -0.1 -0.13
H 4.83654 -0.55689 5.62740 0.1 -0.1 0.0 0.07
H 5.37931 -1.06932 7.24518 -0.2 0.2 0.0 0.08
H 6.18376 0.30009 6.41738 -0.2 0.1 0.1 0.06
H 7.37145 -1.65564 6.27395 -0.1 0.0 -0.2 0.08
C -1.99198 4.59461 -6.87706 0.1 0.1 -0.2 -0.16
O -1.59914 5.91831 -6.54144 0.1 0.2 0.0 -0.14
H -2.39433 4.11060 -5.98653 0.1 0.1 0.0 0.07
H -2.76240 4.62370 -7.65175 0.0 -0.2 0.0 0.08
H -1.12542 4.03187 -7.23371 -0.1 -0.2 0.0 0.07
H -1.24756 6.32354 -7.34423 -0.1 0.0 0.3 0.08
C 7.81220 2.68034 5.40556 0.3 0.0 0.0 -0.17
O 8.49933 2.20309 6.55344 0.1 -0.1 0.2 -0.14
H 6.73876 2.60020 5.57879 0.1 0.0 0.1 0.07
H 8.07284 3.72701 5.22943 -0.2 0.0 -0.2 0.08
H 8.08497 2.07516 4.53725 -0.2 0.1 -0.1 0.08
H 9.44457 2.28461 6.37452 -0.2 -0.1 0.1 0.08


80
Properties=species:S:1:pos:R:3:forces:R:3:lowdin_charge:R:1 method="wB97M-V/def2-TZVPD" orbital_gap_ev=8.53 multiplicity=1 total_charge=+1
C 3.02114 -2.54930 1.69903 0.5 0.6 -0.4 -0.10
C 3.85940 -2.75044 0.39231 -1.0 -0.4 0.1 -0.23
C 3.57722 -1.69929 -0.71048 0.8 -0.5 -0.1 -0.21
C 4.48352 -0.44262 -0.67440 -0.8 -0.1 0.6 -0.18
C 4.40063 0.43242 0.60872 0.4 1.1 -0.5 -0.17
C 3.38067 1.62313 0.50772 -0.5 -1.0 0.4 -0.16
C 1.96109 1.21088 1.01977 0.0 1.0 -1.0 -0.18
C 1.10620 0.78140 -0.20430 -0.4 0.1 1.1 -0.11
C -0.04449 -0.15899 0.09862 0.6 0.5 -1.5 -0.17
C -0.86490 -0.54914 -0.96394 -0.4 -0.3 0.1 0.01
C -1.94717 -1.37295 -0.72900 0.0 0.1 0.1 0.00
C -2.21632 -1.82573 0.58244 -0.3 0.0 -1.1 -0.01
C -1.36442 -1.43842 1.56161 -0.2 -0.3 1.1 -0.02
N -0.31504 -0.62982 1.30839 0.1 0.1 0.3 0.17
H 2.15113 -3.21900 1.74408 0.4 0.0 0.1 0.07
H 2.62794 -1.52270 1.73270 0.1 -0.3 0.1 0.02
H 3.67431 -2.65940 2.57452 -0.5 -0.2 0.0 0.08
H 3.53220 -3.72275 -0.01284 0.4 0.2 0.1 0.10
H 4.92767 -2.85754 0.62506 -0.3 0.3 -0.2 0.11
H 3.78084 -2.19724 -1.67547 -0.2 0.2 0.2 0.11
H 2.49573 -1.48934 -0.70061 0.3 0.1 0.0 0.08
H 5.52423 -0.76262 -0.81895 -0.3 0.0 0.0 0.11
H 4.21049 0.20297 -1.52471 0.3 -0.2 0.1 0.11
H 4.22656 -0.13736 1.53248 0.0 0.0 -0.3 0.10
H 5.38986 0.89721 0.73298 -0.3 -0.1 0.0 0.08
H 3.24935 1.92539 -0.54525 0.3 0.0 0.3 0.11
H 3.70145 2.52515 1.04077 0.2 -0.5 0.0 0.10
H 1.48720 2.11972 1.42238 0.0 -0.4 0.1 0.11
H 1.99681 0.47382 1.83228 0.2 0.1 -0.3 0.07
H 1.70520 0.37565 -1.03142 -0.2 -0.1 0.4 0.11
H 0.63577 1.69532 -0.60890 0.1 -0.3 0.0 0.14
H -0.64065 -0.19795 -1.97081 0.0 0.0 0.3 0.13
H -2.59003 -1.64671 -1.56500 0.1 -0.1 0.3 0.11
H -3.07267 -2.46586 0.78308 0.3 0.2 0.1 0.13
H -1.49936 -1.75408 2.59591 0.2 0.2 -0.3 0.15
H 0.28388 -0.38161 2.10528 0.0 -0.1 -0.1 0.11
C -0.90294 1.36818 6.58767 -0.3 0.5 0.2 -0.14
C -1.83404 0.91389 5.48649 -0.2 -0.5 0.3 -0.15
O -1.11668 1.19718 4.27271 0.4 0.2 0.0 -0.20
S 0.45841 1.02278 4.53400 -0.6 0.2 1.0 0.61
O 0.83896 -0.28308 4.07962 0.1 0.3 -0.3 -0.25
O 1.11753 2.19529 4.10166 0.2 -0.2 -0.4 -0.19
O 0.40974 1.00656 6.12738 0.0 -0.5 -0.5 -0.17
H -0.93251 2.45146 6.71561 0.0 0.0 0.0 0.14
H -1.11901 0.88651 7.53760 0.3 -0.1 0.0 0.14
H -2.78644 1.43670 5.50056 0.1 0.1 -0.2 0.14
H -2.01043 -0.16311 5.53385 0.0 0.0 0.0 0.13
C -3.79199 0.98231 -3.41120 -0.3 -0.2 0.3 -0.18
C -3.58972 -0.26188 -4.25469 0.6 0.1 -0.1 -0.18
O -4.64221 -0.22830 -5.21565 -0.3 0.3 0.3 -0.19
S -4.98579 1.30693 -5.57244 0.2 0.0 0.2 0.62
O -4.30807 1.65228 -6.76388 -0.1 0.2 -0.1 -0.19
O -6.37928 1.50178 -5.39698 0.0 -0.1 -0.2 -0.21
O -4.21114 1.98779 -4.33416 0.2 -0.3 -0.3 -0.18
H -4.58853 0.83683 -2.67671 0.0 0.0 0.0 0.14
H -2.88064 1.28918 -2.90147 0.0 0.2 -0.2 0.12
H -3.63844 -1.17748 -3.66927 -0.3 -0.1 -0.2 0.12
H -2.63818 -0.22464 -4.79197 0.0 0.0 0.1 0.14
C -8.72188 -1.81920 -6.45563 -0.3 0.3 -0.2 -0.16
C -8.47307 -1.06064 -5.17030 0.5 0.0 0.0 -0.18
O -9.35148 -1.66595 -4.21467 -0.3 -0.3 -0.3 -0.19
S -9.51772 -3.22733 -4.56060 0.2 0.4 -0.3 0.61
O -8.62473 -3.96830 -3.74262 -0.1 -0.2 0.0 -0.23
O -10.89896 -3.52509 -4.63455 0.0 -0.1 0.2 -0.21
O -8.90950 -3.17936 -6.04774 0.2 0.0 0.4 -0.19
H -9.63596 -1.47979 -6.94721 0.0 0.0 0.0 0.14
H -7.88915 -1.74130 -7.15051 0.0 -0.2 0.1 0.14
H -8.68316 0.00094 -5.26558 -0.2 0.0 0.2 0.13
H -7.44661 -1.19704 -4.82150 0.0 0.1 -0.1 0.12
C 7.30760 2.22940 4.19289 -0.2 -0.4 0.1 -0.16
C 8.53494 1.75949 3.44118 0.4 0.3 0.3 -0.16
O 8.24590 2.04432 2.06707 -0.6 0.0 0.0 -0.19
S 7.33634 3.36582 1.97646 0.3 -0.2 0.4 0.61
O 8.16918 4.47583 1.70287 -0.2 0.2 -0.1 -0.20
O 6.19345 3.06484 1.18910 0.1 0.1 -0.1 -0.23
O 6.90224 3.42759 3.52248 0.3 0.0 -0.3 -0.18
H 6.49388 1.50379 4.11833 0.0 0.0 0.0 0.13
H 7.51520 2.43293 5.24050 0.0 0.2 -0.1 0.14
H 8.72884 0.69904 3.57962 -0.1 0.0 -0.3 0.14
H 9.42063 2.33065 3.72761 0.0 0.0 0.0 0.14


14
Properties=species:S:1:pos:R:3:forces:R:3:lowdin_charge:R:1 method="wB97M-V/def2-TZVPD" orbital_gap_ev=10.19 de_lowest_kj_mol=214.43 multiplicity=1 smiles="C=C(C)O.C=O"
C -0.97568 1.47163 -0.10786 0.0 0.0 0.0 -0.03
C 0.26916 0.66754 -0.35993 -0.2 0.0 0.2 -0.49
C 1.12605 0.30486 0.60298 0.2 0.2 0.0 0.01
O 0.40405 0.29189 -1.65896 0.0 0.0 0.0 0.02
C -0.13501 -1.86956 0.34064 -0.1 0.0 -0.2 -0.17
O 0.13677 -2.27214 -0.77445 -0.2 0.0 0.5 -0.04
H -0.82924 2.50253 -0.44508 -0.1 -0.1 0.0 0.09
H -1.80638 1.04731 -0.68200 0.1 0.1 0.1 0.09
H -1.22952 1.48623 0.95641 0.1 0.1 -0.2 0.08
H 0.54988 -1.95462 1.19441 0.0 -0.4 0.0 0.08
H 0.93972 0.57786 1.63938 0.0 0.0 -0.3 0.08
H 2.05086 -0.22078 0.37604 -0.2 0.1 0.0 0.09
H 0.52734 -0.67818 -1.70246 0.1 0.2 0.0 0.08
H -1.10684 -1.40111 0.59756 0.1 -0.2 -0.2 0.10


10
Properties=species:S:1:pos:R:3:forces:R:3:lowdin_charge:R:1 method="wB97M-V/def2-TZVPD" orbital_gap_ev=9.31 de_lowest_kj_mol=363.70 multiplicity=1
N 2.02375 -0.32376 -0.11356 -0.2 0.1 0.1 0.08
C 0.83491 -0.46336 0.48059 -0.3 -0.4 -0.4 -0.21
N -0.20666 -1.07889 0.27425 0.3 0.4 0.1 -0.10
N -1.44587 -0.96770 0.03019 0.2 -0.3 0.2 -0.01
C -1.37105 1.54478 -0.06751 0.6 0.5 0.0 -0.12
N -0.26544 1.87701 -0.10748 -1.0 -0.2 0.0 0.06
H 2.67928 0.29279 0.34830 -0.2 -0.2 -0.2 0.09
H 2.08667 -0.33511 -1.12753 -0.1 -0.1 0.2 0.10
H -1.91835 -1.83358 0.30160 0.3 -0.1 -0.1 0.05
H -2.39357 1.22483 -0.02857 0.3 0.2 0.0 0.05


11
Properties=species:S:1:pos:R:3:forces:R:3:lowdin_charge:R:1 method="wB97M-V/def2-TZVPD" orbital_gap_ev=8.42 de_lowest_kj_mol=408.10 multiplicity=1
C -1.30901 -0.47603 -0.68076 0.1 0.0 0.0 0.14
C -0.00676 -0.27500 -0.45062 -0.3 0.1 0.0 -0.39
C 0.52626 0.86781 0.32590 0.1 -0.2 -0.2 0.02
O 1.84052 0.63239 0.26661 -0.1 0.1 0.0 -0.04
C 2.07783 -0.53819 -0.47490 -0.1 -0.2 -0.2 -0.16
N 1.04388 -1.11468 -0.91658 0.3 0.2 0.2 0.13
H -2.12189 1.38576 2.21234 0.0 0.0 0.0 0.03
H -1.66150 -1.33053 -1.25119 0.1 0.1 0.1 0.08
H -2.03563 0.22994 -0.29159 0.1 -0.1 0.0 0.06
H -1.47089 1.43730 1.85008 -0.1 0.0 0.1 -0.01
H 3.11721 -0.81877 -0.58928 -0.1 0.0 0.0 0.13


> What is the multiplicity in the first record?

1


What did the fifth record say?
11
Properties=species:S:1:pos:R:3:forces:R:3:lowdin_charge:R:1 method="wB97M-V/def2-TZVPD" orbital_gap_ev=8.42 de_lowest_kj_mol=408.10 multiplicity=1
C -1.30901 -0.47603 -0.68076 0.1 0.0 0.0 0.14
C -0.00676 -0.27500 -0.45062 -0.3 0.1 0.0 -0.39
C 0.52626 0.86781 0.32590 0.1 -0.2 -0.2 0.02
O 1.84052 0.63239 0.26661 -0.1 0.1 0.0 -0.04
C 2.07783 -0.53819 -0.47490 -0.1 -0.2 -0.2 -0.16
N 1.04388 -1.11468 -0.91658 0.3 0.2 0.2 0.13
H -2.12189 1.38576 2.21234 0.0 0.0 0.0 0.03
H -1.66150 -1.33053 -1.25119 0.1 0.1 0.1 0.08
H -2.03563 0.22994 -0.29159 0.1 -0.1 0.0 0.06
H -1.47089 1.43730 1.85008 -0.1 0.0 0.1 -0.01
H 3.11721 -0.81877 -0.58928 -0.1 0.0 0.0 0.13